Entry 1:
Here is a molecular structure, C23H37N2O2P3Re in a non-equilibrium geometry from OMol25. Energies are from ωB97M-V/def2-TZVPD.

Results
**Net charge**: +4
**Energy above the lowest of the compared OMol25 structures with the same formula, charge and spin**: 95.6 kcal/mol
**2S+1**: 4

Element x y z (Å)
P -2.24637 1.16709 0.92177
C -2.27558 2.03645 2.57562
H -3.30426 2.26307 2.89284
H -1.71169 2.97308 2.49093
H -1.78546 1.39946 3.32384
C -3.15739 2.53928 0.07184
H -3.69653 2.18643 -0.81170
H -2.40270 3.27879 -0.22627
H -3.86434 3.01754 0.76850
C -3.63908 0.05547 1.43330
H -4.47960 0.65143 1.81996
H -3.25007 -0.58146 2.23833
H -3.95472 -0.56338 0.59056
P 0.03268 -2.88764 -0.05955
C 0.82562 -3.56014 1.48136
H 1.01715 -4.62586 1.30520
H 0.14475 -3.44551 2.33308
H 1.77792 -3.05920 1.69527
C -1.40894 -3.98667 -0.07592
H -1.87015 -3.98318 -1.06839
H -2.11918 -3.63900 0.68601
H -1.04891 -4.99498 0.17630
C 1.20242 -3.65239 -1.25144
H 1.13833 -4.74013 -1.11871
H 2.22802 -3.31922 -1.04171
H 0.91762 -3.37413 -2.27133
P 1.65633 1.19982 -1.74003
C 3.32994 1.79776 -1.17885
H 3.82825 2.41742 -1.94490
H 3.95710 0.92099 -0.98326
H 3.20059 2.37118 -0.25365
C 2.35339 0.57493 -3.34239
H 3.17287 1.22679 -3.68380
H 1.58381 0.51980 -4.11566
H 2.75594 -0.42505 -3.14154
C 1.13521 2.90646 -2.23686
H 1.88109 3.37041 -2.90265
H 1.06479 3.50877 -1.32186
H 0.16188 2.87035 -2.73115
Re -0.04453 -0.61739 -0.21825
C -0.36554 -0.77745 1.65613
O -0.49062 -0.92649 2.82963
C 1.80326 -1.01294 0.03240
O 2.92288 -1.38719 0.23327
C -0.83658 -0.98616 -3.66832
C -1.19464 0.36248 -3.63820
C -2.32782 0.76254 -2.91906
C -3.10988 -0.18076 -2.25236
C -2.74400 -1.53308 -2.28419
C -1.61603 -1.94205 -3.00092
H 0.07103 -1.30550 -4.20161
H -0.60722 1.11035 -4.19148
H -2.59191 1.83037 -2.87834
H -4.02097 0.12649 -1.71782
H -3.34393 -2.26646 -1.72554
H -1.34346 -3.00588 -3.05821
N 0.05349 2.08433 6.17284
C 0.75141 1.92211 5.25008
C 1.61190 1.67459 4.12555
C 2.97750 1.42336 4.30024
C 3.68361 1.13610 3.15431
C 3.02029 0.98906 1.92933
N 1.72313 1.14211 1.79886
C 1.04599 1.65146 2.83013
H 3.42266 1.46753 5.28176
H 4.77549 1.04490 3.17584
H 3.58126 0.72309 1.04995
H 0.04253 2.07568 2.63087

Entry 2:
Here is a molecular structure, C23H37N8Pb from OMol25. Energies are from ωB97M-V/def2-TZVPD.

Results
**Net charge**: +3
**Energy above the lowest of the compared OMol25 structures with the same formula, charge and spin**: 0.0 kcal/mol

Element x y z (Å)
Pb 1.50640 -2.04512 1.69711
C 1.47381 0.61279 6.82201
C 1.53587 0.90367 5.46447
C 1.31165 -0.10296 4.54341
C 1.02020 -1.39330 4.98593
C 0.95271 -1.68925 6.34926
C 1.18408 -0.67778 7.26001
N 0.81568 -2.38071 3.99377
N 0.37916 -3.48381 4.35294
C 0.24209 -4.46554 3.34610
C -0.31421 -5.67161 3.71816
C -0.45391 -6.66152 2.75112
C -0.03201 -6.40488 1.45745
C 0.51649 -5.16603 1.16529
N 0.65684 -4.21173 2.09244
H 1.65032 1.39679 7.54608
H 1.74845 1.90970 5.13131
H 1.32491 0.13667 3.48352
H 0.73018 -2.69428 6.67762
H 1.13983 -0.89065 8.31912
H -0.62745 -5.81426 4.74277
H -0.88731 -7.61845 3.00946
H -0.12225 -7.14684 0.67695
H 0.85146 -4.93251 0.16201
N -3.16365 6.01940 -7.07277
C -4.54291 6.53460 -6.70940
C -5.57143 5.61745 -7.36370
C -5.51886 4.20023 -6.78565
N -4.25305 3.56141 -7.22254
C -5.63862 4.23063 -5.26102
C -4.71537 5.20539 -4.52478
N -3.33075 4.69956 -4.46214
C -4.71504 6.57836 -5.19682
H -2.89588 6.32143 -8.00828
H -3.24111 4.95326 -7.06060
H -2.45389 6.32157 -6.40990
H -4.61652 7.54461 -7.11031
H -5.43243 5.59034 -8.44805
H -6.55910 6.04770 -7.19137
H -6.37671 3.64221 -7.16852
H -4.34815 3.21640 -8.17268
H -4.03288 2.76061 -6.64218
H -5.50465 3.22119 -4.86044
H -6.66837 4.50872 -5.02540
H -5.12983 5.33730 -3.51957
H -3.31261 3.79786 -3.99829
H -2.79196 5.32086 -3.86572
H -3.95186 7.21937 -4.74470
H -5.67082 7.07093 -5.00693
C 4.40971 -1.53351 2.78771
C 5.89856 -1.90750 3.02724
N 6.09126 -3.33355 2.81594
C 5.76484 -3.68328 1.44400
C 4.27980 -3.33031 1.15053
N 3.65520 -2.76282 2.38637
C 3.75657 -3.76850 3.48446
C 5.25647 -4.09134 3.73505
H 4.30504 -0.79561 1.98697
H 3.93755 -1.13530 3.68821
H 6.19582 -1.65567 4.04417
H 6.54758 -1.35784 2.34708
H 5.94144 -4.74781 1.29713
H 6.42646 -3.14133 0.76996
H 3.70372 -4.21306 0.86067
H 4.19598 -2.58364 0.35567
H 3.19609 -4.65350 3.17939
H 3.28552 -3.34425 4.37167
H 5.44942 -5.15403 3.59483
H 5.53644 -3.83691 4.75637

Entry 3:
Here is 3 unconnected molecules or ions with the total composition C23H38BBrN2O6S in a non-equilibrium geometry from OMol25. Energies are from ωB97M-V/def2-TZVPD.

Results
**Net charge**: 0

Element x y z (Å)
C 7.50009 -0.71212 1.78807
O 6.08430 -0.39739 1.74803
C 5.65453 -0.14656 0.38552
C 4.93948 1.32251 0.39654
C 3.66755 1.16998 1.40352
C 2.31981 1.82044 0.81843
C 1.14812 1.50871 1.91737
C -0.06469 2.53024 1.56627
C -1.10154 1.73186 0.63210
C -2.41001 1.19308 1.41750
C -2.58927 1.33168 2.97209
C -3.88278 0.84966 3.72832
N -4.24734 0.90773 5.12508
S -5.84251 0.24020 5.21293
N -6.24176 -0.22967 3.59637
C -5.04271 0.17406 2.89923
C -4.89078 -0.00723 1.34871
Br -6.44346 -0.85232 0.40760
C -3.60362 0.48066 0.62296
B -3.52070 0.23048 -1.00634
C -3.54298 -1.33963 -1.51373
O -3.39881 1.31247 -1.95462
H 8.04490 0.01470 1.06520
H 7.71190 -1.79435 1.46356
H 7.91799 -0.48990 2.83071
H 4.78932 -0.88596 0.15678
H 6.47830 -0.23496 -0.40189
H 5.64679 2.14086 0.80658
H 4.58845 1.64058 -0.65517
H 3.44395 0.04328 1.56079
H 3.94906 1.58817 2.43412
H 2.00881 1.43350 -0.21500
H 2.51359 2.95234 0.71274
H 0.79808 0.43471 1.73521
H 1.53802 1.65393 2.98990
H 0.39546 3.38009 0.92384
H -0.52699 3.04036 2.47699
H -1.46903 2.48863 -0.16808
H -0.60904 0.85645 0.05349
H -1.76699 1.80660 3.62836
H -3.99323 -1.98994 -0.66950
H -4.15672 -1.36656 -2.47795
H -2.44438 -1.66551 -1.70277
H -2.71937 1.01364 -2.61378
C 2.95480 4.25524 -2.98514
C 2.27933 3.47431 -4.09414
O 1.53476 2.36666 -3.56525
C 0.27442 2.44836 -3.10973
C -0.32810 3.80410 -2.86576
O -0.34020 1.44053 -2.83104
H 2.22586 4.69238 -2.29999
H 3.56647 5.06058 -3.39886
H 3.59425 3.59773 -2.39009
H 1.65072 4.10306 -4.72922
H 3.04422 3.04524 -4.74712
H -0.16402 4.08633 -1.82388
H -1.40167 3.74622 -3.05747
H 0.05726 4.58142 -3.52252
C -1.44914 -5.37141 1.17105
C -2.53840 -4.59303 0.46148
O -2.39972 -4.69761 -0.96406
C -2.89461 -5.70356 -1.70626
C -3.38595 -6.94630 -1.01633
O -2.87636 -5.63587 -2.91559
H -1.50715 -6.43842 0.94752
H -1.52491 -5.24034 2.25324
H -0.46278 -5.03239 0.84362
H -3.54156 -4.88460 0.78204
H -2.43501 -3.53134 0.70318
H -2.57293 -7.67288 -0.96607
H -4.20702 -7.36577 -1.60109
H -3.78238 -6.76818 -0.01859

Going through the records in order, we get electronic energy values of -2259.1756 -1528.6693 -4456.9785 hartree.